# 1
Density functional theory data (wB97M-V/def2-TZVPD) for one molecule with the formula C7H7NS.

Summary:
**HOMO energy (spin up / spin down)**: -9.038 / -8.862 eV
**HOMO-LUMO gap (spin up / spin down)**: 9.880 / 7.435 eV
**Spin multiplicity**: 3

Each line ends with the Löwdin charge.
Atoms and positions in Å:
C: -0.922 1.130 1.655  -0.193
C: 0.457 -0.366 0.082  -0.104
C: -2.181 1.517 2.001  -0.474
C: -0.870 0.197 0.551  -0.412
C: -2.131 -0.115 0.122  -0.193
C: 0.673 -0.612 -1.505  -0.492
C: 1.978 -1.264 -1.791  -0.063
N: -0.196 -0.195 -2.221  0.239
S: -3.375 0.698 1.089  0.922
H: -0.024 1.767 2.036  0.142
H: 1.258 0.463 0.306  0.144
H: -2.395 2.295 2.773  0.085
H: 0.592 -1.353 0.695  0.148
H: 1.872 -1.795 -2.709  0.059
H: 2.407 -1.868 -1.026  0.058
H: 2.856 -0.499 -2.058  0.134

# 2
Density functional theory data (wB97M-V/def2-TZVPD) for C24H37BN7O5Pb as an isolated structure.

Summary:
**Total charge**: -1
**HOMO energy**: -6.103 eV
**HOMO-LUMO gap**: 8.798 eV

Each line ends with the Löwdin charge.
Atoms and positions in Å:
Pb: -0.320 -0.347 -0.251  1.540
O: -2.826 -1.213 1.697  -0.100
C: -3.963 -1.628 0.963  -0.245
C: -3.956 -1.166 -0.480  -0.174
N: -2.714 -1.442 -1.195  -0.231
C: -2.774 -0.794 -2.503  -0.115
C: -2.633 0.727 -2.361  -0.680
O: -3.439 1.449 -2.936  0.023
O: -1.640 1.114 -1.644  -0.257
C: -2.430 -2.867 -1.308  -0.116
C: -1.036 -3.145 -1.896  -0.685
O: -0.913 -4.117 -2.629  0.024
O: -0.098 -2.348 -1.533  -0.245
H: -2.762 -0.251 1.667  0.050
H: -3.969 -2.716 1.024  0.111
H: -4.886 -1.269 1.433  0.118
H: -4.810 -1.650 -0.985  0.133
H: -4.130 -0.086 -0.519  0.130
H: -1.943 -1.151 -3.116  0.131
H: -3.711 -1.021 -3.024  0.129
H: -2.427 -3.309 -0.308  0.122
H: -3.174 -3.396 -1.919  0.130
C: 1.635 -0.763 -4.067  -0.054
C: 1.935 0.698 -3.750  -0.372
C: 0.726 1.603 -3.990  -0.053
C: 2.508 0.901 -2.370  -0.266
C: 3.790 1.420 -2.159  -0.024
C: 3.923 1.499 -0.797  -0.089
N: 2.798 1.057 -0.223  -0.021
N: 1.906 0.667 -1.183  0.040
B: 2.654 1.102 1.324  -0.555
N: 2.632 -0.292 1.988  -0.037
C: 3.655 -0.723 2.750  -0.095
C: 3.385 -2.009 3.150  -0.029
C: 2.141 -2.303 2.570  -0.302
N: 1.693 -1.257 1.876  0.086
C: 1.415 -3.612 2.685  -0.380
C: 0.028 -3.440 3.296  -0.069
C: 1.348 -4.330 1.333  -0.056
N: 1.586 2.128 1.761  -0.036
C: 1.907 3.242 2.453  -0.089
C: 0.778 4.013 2.573  -0.034
C: -0.220 3.280 1.896  -0.291
N: 0.275 2.139 1.440  0.088
C: -1.623 3.773 1.667  -0.368
C: -1.578 5.117 0.927  -0.072
C: -2.511 2.801 0.897  -0.073
H: 1.198 -0.847 -5.065  0.077
H: 0.947 -1.204 -3.355  0.049
H: 2.550 -1.359 -4.044  0.083
H: 2.731 1.022 -4.428  0.122
H: -0.063 1.418 -3.266  0.049
H: 0.323 1.435 -4.991  0.078
H: 1.009 2.654 -3.908  0.082
H: 4.508 1.699 -2.911  0.097
H: 4.740 1.855 -0.194  0.112
H: 3.691 1.573 1.708  0.102
H: 4.502 -0.089 2.947  0.107
H: 3.993 -2.654 3.762  0.092
H: 2.013 -4.223 3.369  0.124
H: -0.590 -2.805 2.667  0.061
H: 0.089 -2.970 4.280  0.078
H: -0.463 -4.410 3.406  0.072
H: 0.878 -3.698 0.578  0.062
H: 0.776 -5.256 1.418  0.074
H: 2.349 -4.579 0.976  0.080
H: 2.918 3.415 2.782  0.109
H: 0.686 4.970 3.059  0.093
H: -2.067 3.945 2.654  0.132
H: -1.143 4.975 -0.064  0.091
H: -0.979 5.855 1.461  0.063
H: -2.588 5.516 0.805  0.072
H: -2.049 2.490 -0.042  0.052
H: -3.470 3.273 0.674  0.082
H: -2.726 1.914 1.496  0.061

# 3
Density functional theory data (wB97M-V/def2-TZVPD) for C5H7NO as an isolated structure.

Summary:
**HOMO energy**: -8.716 eV
**HOMO-LUMO gap**: 9.560 eV

Each line ends with the Löwdin charge.
Atoms and positions in Å:
O: 2.786 0.421 -0.978  0.002
C: 1.642 0.208 -0.266  -0.202
C: 0.575 0.993 -0.391  -0.062
C: -0.715 0.683 0.295  -0.341
C: -1.576 -0.481 -0.299  -0.100
C: -1.278 -1.052 1.054  -0.161
N: -0.571 -0.105 1.554  0.094
H: 3.452 -0.216 -0.691  0.099
H: 1.643 -0.644 0.418  0.120
H: 0.618 1.839 -1.063  0.110
H: -1.290 1.596 0.473  0.133
H: -1.114 -0.995 -1.147  0.106
H: -2.626 -0.268 -0.521  0.100
H: -1.545 -1.979 1.561  0.102

# 4
Density functional theory data (wB97M-V/def2-TZVPD) for C4H5O3Rb as an isolated structure.

Summary:
**Total charge**: +1
**HOMO energy (spin up / spin down)**: -10.845 / -10.845 eV
**HOMO-LUMO gap (spin up / spin down)**: 6.652 / 6.646 eV
**Spin multiplicity**: 2

Each line ends with the Löwdin charge.
Atoms and positions in Å:
O: 0.403 0.001 -0.265  -0.015
C: 1.114 1.019 0.408  -0.560
O: 0.601 1.732 1.221  0.093
Rb: -0.854 4.084 3.405  0.964
O: 2.336 0.980 0.007  0.065
C: 3.380 1.315 0.824  0.104
H: 3.192 1.419 1.890  0.088
H: 4.324 1.400 0.296  0.092
C: -0.792 -0.400 0.107  0.155
H: -1.041 0.161 1.034  0.012
C: -3.993 -3.623 -2.700  0.166
H: -3.744 -3.908 -3.742  -0.082
H: -4.926 -4.180 -2.485  -0.083

Summary of electronic energy in Ha
-723.6762; -1914.1729; -324.6368; -404.6545
(order as listed above)
Summary of energy above the lowest of the compared OMol25 structures with the same formula, charge and spin in eV
1.465; 0.101; 2.385; 7.308
(order as listed above)